(1)
This record from OMol25 describes a molecular structure, C4H3CsO at a distorted geometry. The level of theory is ωB97M-V/def2-TZVPD.

## Properties
LUMO energy (spin up / spin down) = -1.334 / -1.340 eV
Energy above the lowest of the compared OMol25 structures with the same formula, charge and spin = 360.7 kJ/mol
E_HOMO (spin up / spin down) = -4.5 / -4.6 eV
Frontier orbital gap (spin up / spin down) = 3.195 / 3.224 eV
Calculated total energy = -249.34315 Eh
Net charge = 0

Atoms and positions in Å:
1 C 0.80479 -1.39926 -3.81923
2 C 0.97207 -1.13583 -2.47674
3 C 0.08585 -1.76636 -1.78578
4 C -0.62223 -2.09875 -0.65937
5 O -0.83404 -1.31899 0.32903
6 Cs 0.18739 1.68358 2.10236
7 H 0.23937 -0.70908 -4.45246
8 H 1.41998 -2.16015 -4.30805
9 H -0.86445 -3.16804 -0.51594

Results of the Löwdin charge analysis, in e, for atoms 1 through 4: -0.14 -0.15 -0.11 -0.43

---

(2)
This record from OMol25 describes a molecular structure, C7H15O4Rh at a distorted geometry. The level of theory is ωB97M-V/def2-TZVPD.

## Properties
LUMO energy (spin up / spin down) = -2.609 / -6.508 eV
E_HOMO (spin up / spin down) = -11.3 / -13.4 eV
Frontier orbital gap (spin up / spin down) = 8.718 / 6.863 eV
Expectation value of S² = 8.77
Calculated total energy = -686.65569 Eh
Net charge = +1
Multiplicity = 6

Atoms and positions in Å:
1 C -2.22717 2.39807 0.67454
2 O -1.63928 1.31831 1.22480
3 C -0.63109 1.51401 2.24678
4 H -2.52694 0.74655 -1.07254
5 H -1.65793 3.33483 0.68161
6 H -0.92088 0.90412 3.12304
7 H -0.65816 2.58097 2.54559
8 Rh 1.13219 0.99893 1.31470
9 C -2.39661 -0.35905 -1.40992
10 O -1.04439 -0.53099 -1.74316
11 C -0.46153 -1.73078 -1.30018
12 C 0.19709 -1.62447 0.06338
13 O 1.14768 -0.56890 0.11494
14 C 2.49707 -0.88831 -0.24360
15 C 3.26568 0.43175 -0.27254
16 O 2.97810 1.21448 0.83717
17 H -3.04091 -0.73191 -2.22475
18 H -2.73571 -0.87513 -0.49805
19 H 0.27958 -2.01242 -2.06025
20 H -1.21620 -2.53638 -1.24844
21 H -0.54204 -1.41053 0.84746
22 H 0.68584 -2.57896 0.31143
23 H 2.52111 -1.39062 -1.22196
24 H 2.90008 -1.56951 0.52418
25 H 4.34161 0.17733 -0.34186
26 H 3.00743 0.95371 -1.21789
27 H -3.25460 2.23490 0.34554

Results of the Löwdin charge analysis, in e, for atoms 1 through 4: -0.02 -0.24 -0.20 0.09

---

(3)
This record from OMol25 describes 3 unconnected molecules or ions with the total composition C34H49ClF2N2O8P at a distorted geometry. The level of theory is ωB97M-V/def2-TZVPD.

## Properties
LUMO energy = -2.877 eV
Energy above the lowest of the compared OMol25 structures with the same formula, charge and spin = 0.0 kJ/mol
E_HOMO = -9.9 eV
Frontier orbital gap = 7.043 eV
Calculated total energy = -3037.49662 Eh
Net charge = +1

Atoms and positions in Å:
1 O 4.84617 -2.62156 -1.53982
2 C 3.79925 -2.71803 -0.94208
3 C 2.58303 -1.90980 -1.39284
4 C 2.59207 -0.48587 -0.80749
5 C 2.95427 -0.46166 0.65652
6 C 1.70419 -1.04023 1.33538
7 C 0.56743 -0.44552 0.45797
8 N 1.18253 0.14093 -0.77693
9 C 1.33719 1.64610 -0.75349
10 C 0.18150 2.40721 -0.11795
11 C 0.18514 3.88208 -0.53579
12 C -0.33708 4.79028 0.57957
13 C -1.81055 4.52221 0.92269
14 C -2.06367 3.49246 2.02592
15 C -3.42123 3.64080 2.70054
16 C -3.76893 2.43602 3.59135
17 C -5.24551 2.03820 3.62224
18 C -5.82621 1.67074 2.25739
19 C -5.39730 0.27880 1.79063
20 C -5.93968 -0.03404 0.39319
21 N -6.23537 -1.43643 0.17448
22 C -5.72625 -2.51798 0.85168
23 C -6.23116 -3.66773 0.29193
24 C -7.08590 -3.26664 -0.77265
25 C -7.06429 -1.89590 -0.81610
26 P 0.46324 -0.22834 -2.50962
27 O -0.65342 0.90303 -2.67111
28 Cl -0.71801 -1.82398 -2.09182
29 C 3.63873 -3.65367 0.20971
30 C 2.67084 -4.64998 0.14593
31 C 2.53807 -5.54767 1.18708
32 C 3.36673 -5.45420 2.29364
33 C 4.33557 -4.46453 2.35484
34 C 4.47056 -3.56557 1.31792
35 H 2.62545 -1.87695 -2.48107
36 H 1.69601 -2.45442 -1.06986
37 H 3.23431 0.10950 -1.45756
38 H 3.91738 -0.90257 0.89498
39 H 3.02042 0.56688 1.01646
40 H 1.66676 -2.12168 1.41645
41 H 1.62618 -0.58712 2.32133
42 H -0.15994 -1.21039 0.21277
43 H 0.03048 0.29374 1.03955
44 H 1.49642 1.96777 -1.78650
45 H 2.25292 1.89390 -0.22066
46 H 0.27473 2.33825 0.96815
47 H -0.77459 1.94466 -0.35479
48 H -0.51554 3.99025 -1.36660
49 H 1.16884 4.20227 -0.88066
50 H -0.22048 5.83018 0.27962
51 H 0.25587 4.62250 1.48425
52 H -2.25362 5.46684 1.24991
53 H -2.36691 4.23593 0.02546
54 H -1.26475 3.51284 2.77356
55 H -2.03430 2.48154 1.59547
56 H -4.18897 3.82303 1.94859
57 H -3.39664 4.52849 3.33828
58 H -3.17283 1.57155 3.28310
59 H -3.46102 2.67717 4.61039
60 H -5.84104 2.82973 4.08026
61 H -5.34295 1.16003 4.26579
62 H -5.54494 2.38948 1.48486
63 H -6.91817 1.69621 2.30876
64 H -5.70140 -0.47651 2.51247
65 H -4.30473 0.28125 1.72771
66 H -6.83955 0.55030 0.19803
67 H -5.19388 0.27624 -0.34544
68 H -5.05262 -2.38946 1.68120
69 H -6.00981 -4.67248 0.61093
70 H -7.64661 -3.91817 -1.42213
71 H -7.59742 -1.23704 -1.48154
72 H -1.39804 0.86914 -2.05508
73 H 2.02683 -4.75209 -0.71962
74 H 1.78912 -6.32590 1.14144
75 H 3.26883 -6.16662 3.10086
76 H 5.00005 -4.40549 3.20548
77 H 5.24449 -2.80974 1.36140
78 C 0.45302 5.26434 -5.67282
79 C 0.45702 4.47491 -4.37933
80 O -0.66916 4.99107 -3.70456
81 C -1.55919 5.43673 -4.65145
82 O -2.68853 5.69262 -4.43254
83 O -0.94247 5.52066 -5.84930
84 F 1.56847 4.69255 -3.62742
85 H 0.99111 6.20518 -5.55049
86 H 0.84607 4.71945 -6.52561
87 H 0.33688 3.39659 -4.50779
88 C 7.58694 -4.39394 -0.98427
89 C 8.83187 -5.23303 -1.18826
90 O 9.18910 -5.56601 0.14119
91 C 8.06398 -5.54120 0.90728
92 O 7.97172 -5.98096 1.99986
93 O 7.05780 -4.93685 0.22840
94 F 9.83700 -4.53556 -1.76445
95 H 7.84971 -3.34681 -0.82900
96 H 6.85706 -4.47001 -1.78354
97 H 8.67538 -6.15238 -1.75483

Results of the Löwdin charge analysis, in e, for atoms 1 through 4: 0.13 -0.34 -0.12 -0.27

---

(4)
This record from OMol25 describes 2 unconnected molecules or ions with the total composition Cl2H3PSi at a distorted geometry. The level of theory is ωB97M-V/def2-TZVPD.

## Properties
LUMO energy (spin up / spin down) = -0.555 / -1.278 eV
Energy above the lowest of the compared OMol25 structures with the same formula, charge and spin = 399.4 kJ/mol
E_HOMO (spin up / spin down) = -7.8 / -10.6 eV
Frontier orbital gap (spin up / spin down) = 7.200 / 9.371 eV
Calculated total energy = -1552.96338 Eh
Net charge = 0

Atoms and positions in Å:
1 Si 0.86829 0.33319 0.18263
2 P -1.19689 -0.13567 1.06913
3 Cl 2.41751 -0.00725 1.44664
4 Cl 1.15832 2.23597 -0.52130
5 H -0.47642 -1.58465 -2.40523
6 H -1.22482 -1.38359 0.39493
7 H -1.54600 0.54200 -0.16679

Results of the Löwdin charge analysis, in e, for atoms 1 through 4: -0.50 0.48 0.17 0.16

---

(5)
This record from OMol25 describes 5 unconnected molecules or ions with the total composition C9H27NO5 at a distorted geometry. The level of theory is ωB97M-V/def2-TZVPD.

## Properties
LUMO energy = 0.372 eV
Energy above the lowest of the compared OMol25 structures with the same formula, charge and spin = 13.1 kJ/mol
E_HOMO = -8.8 eV
Frontier orbital gap = 9.194 eV
Calculated total energy = -790.02588 Eh
Net charge = 0
SMILES = CC1(C)CCCC(C)(C)N1O.O.O.O.O

Atoms and positions in Å:
1 C 0.96189 2.65389 -1.06971
2 C 0.09915 1.83528 -0.08297
3 C -1.24655 2.47629 0.12022
4 C -2.12181 2.41793 -1.12966
5 C -2.38494 0.97218 -1.46897
6 C -1.13611 0.05223 -1.49260
7 N -0.11750 0.46511 -0.51745
8 O 1.10911 -0.21034 -0.68452
9 C -1.57950 -1.36416 -1.09950
10 C -0.59719 -0.02803 -2.92616
11 C 0.83054 1.80847 1.26214
12 H 1.96155 2.23591 -1.15150
13 H 0.96472 3.70744 -0.78969
14 H 0.51883 2.64184 -2.07288
15 H -1.78716 1.90401 0.88658
16 H -1.13993 3.49279 0.49877
17 H -1.60145 2.87378 -1.97874
18 H -3.02094 3.00549 -0.94979
19 H -2.79879 0.92664 -2.48468
20 H -3.18564 0.51698 -0.88109
21 H -2.17404 -1.83303 -1.88310
22 H -0.67996 -1.97152 -0.95576
23 H -2.11714 -1.35599 -0.15196
24 H -1.36195 -0.35581 -3.62301
25 H -0.17684 0.92990 -3.24068
26 H 0.20692 -0.76932 -2.96806
27 H 1.84741 1.43740 1.13184
28 H 0.34461 1.07985 1.91816
29 H 0.80511 2.80187 1.69935
30 H 1.44741 -0.00615 -1.56920
31 O 0.77078 -1.93344 1.65291
32 H 0.13532 -1.68566 0.97126
33 H 1.40499 -1.20783 1.64303
34 O -1.49424 -3.76967 2.15169
35 H -1.36803 -4.30616 1.36457
36 H -0.62464 -3.39221 2.33207
37 O 4.11389 -2.96476 2.25280
38 H 3.67526 -3.18609 1.42574
39 H 4.85350 -3.57538 2.31815
40 O 2.17793 -1.93666 4.20827
41 H 1.50648 -2.09842 3.53716
42 H 2.97897 -2.28465 3.79696

Results of the Löwdin charge analysis, in e, for atoms 1 through 4: -0.02 -0.54 -0.14 -0.17